(1)
81
Properties=species:S:1:pos:R:3 method="wB97M-V/def2-TZVPD" orbital_gap_ev="5.489 / 5.404" max_force_ev_per_a=1.0 e_lumo_ha="-0.1953 / -0.1952" homo_ha="-0.397 / -0.394" de_lowest_kj_mol=0.0 energy_ev=-337454.265 total_charge=+1
Pb 0.1944 -2.8337 1.3512
Se 2.6875 -4.1932 3.4495
Se 4.6800 -4.8073 2.7763
Se 4.8751 -4.2827 0.4664
Se 2.9659 -3.3998 -0.2594
C -0.5977 4.6628 -1.1292
C 0.7212 4.0636 -1.5997
C 1.8768 4.9982 -1.3015
C 3.1905 4.4059 -1.7851
C 3.4037 3.0494 -1.1618
C 4.6696 2.5479 -0.9663
C 4.8484 1.3061 -0.3654
F 6.0979 0.8547 -0.1933
C 3.7941 0.5528 0.0584
C 2.4950 1.0333 -0.1436
C 1.3646 0.2041 0.2867
O 1.6031 -0.8445 0.9294
C 0.0760 0.6974 -0.0667
C -0.0289 1.9286 -0.6682
N 0.9883 2.7338 -0.9644
C 2.2981 2.2804 -0.7524
C -1.2200 -0.0285 0.1143
O -2.2312 0.4939 -0.3814
O -1.2407 -1.1001 0.8179
H -0.6353 5.7034 -1.4514
H -0.6674 4.6432 -0.0386
H -1.4708 4.1654 -1.5503
H 0.6767 3.8963 -2.6784
H 1.9277 5.1771 -0.2233
H 1.6828 5.9512 -1.7911
H 4.0234 5.0592 -1.5279
H 3.1762 4.3092 -2.8746
H 5.5372 3.1188 -1.2777
H 3.9451 -0.4026 0.5417
H -1.0210 2.2722 -0.9143
N -1.5125 -4.4946 0.2276
C -2.0069 -3.8459 -0.9945
C -2.6379 -4.8790 -1.9451
C -2.9039 -4.5221 -3.4092
C -3.9214 -3.4026 -3.7174
N -4.8124 -2.9975 -2.6233
C -4.6246 -1.9156 -1.8608
N -5.5411 -1.6044 -0.9243
N -3.5516 -1.1730 -1.9935
C -0.8846 -2.9883 -1.6074
O -1.1482 -2.3209 -2.6109
O 0.2431 -3.0121 -1.0030
H -0.9665 -5.3187 -0.0052
H -2.2803 -4.7922 0.8199
H -2.7562 -3.1250 -0.6672
H -3.5657 -5.2227 -1.4796
H -1.9663 -5.7421 -1.9688
H -3.2441 -5.4413 -3.8893
H -1.9653 -4.2441 -3.8837
H -4.5621 -3.7122 -4.5385
H -3.3887 -2.5194 -4.0542
H -5.6422 -3.5421 -2.4663
H -6.4596 -2.0086 -0.9359
H -5.3943 -0.7902 -0.3501
H -2.7191 -1.5800 -2.4335
H -3.3185 -0.4614 -1.2928
F 0.4536 -0.9423 4.5765
C 0.6185 0.2216 3.9754
C 1.8436 0.7711 3.9704
F 2.8278 0.1214 4.5565
C 2.1191 2.0403 3.3421
C 0.9589 2.7049 2.7959
C -0.2707 2.1563 2.8128
F -1.2680 2.8183 2.2580
C -0.5204 0.8443 3.3538
C -1.7172 0.1879 3.2212
C -1.8365 -1.2042 3.5359
N -1.9116 -2.3420 3.6507
C -2.8979 0.7402 2.6214
N -3.8838 1.0845 2.1396
F 1.1077 3.8804 2.2193
C 3.3929 2.5480 3.2547
C 3.7105 3.7961 2.6197
N 4.0400 4.7637 2.0937
C 4.5511 1.8672 3.7594
N 5.5273 1.3815 4.1241


(2)
15
Properties=species:S:1:pos:R:3 method="wB97M-V/def2-TZVPD" orbital_gap_ev=8.418 smiles="C[C@H]1SCSNC1=S" max_force_ev_per_a=3.6 e_lumo_ha=0.0060 homo_ha=-0.303 de_lowest_kj_mol=120.0 energy_ev=-38255.883
C -0.7848 1.3491 0.7726
C -0.5450 0.6299 -0.5681
C 1.8423 -0.1789 0.0801
C -0.9141 -0.8727 -0.6090
H -1.8483 1.3502 0.9278
H -0.4279 2.4526 0.6247
H -0.2797 0.8580 1.5831
H -1.3707 1.1563 -1.1701
H 1.5435 0.1097 1.1274
H 3.0082 -0.0490 0.2370
H -0.4415 -2.8056 -0.5001
N -0.0240 -1.8362 -0.5032
S 1.1151 0.8647 -1.2730
S 1.7124 -1.9189 -0.1808
S -2.5855 -1.1092 -0.5484


(3)
112
Properties=species:S:1:pos:R:3 method="wB97M-V/def2-TZVPD" orbital_gap_ev=5.143 max_force_ev_per_a=10.3 e_lumo_ha=0.0580 homo_ha=-0.131 energy_ev=-72569.482 total_charge=-1
C 1.2330 1.4846 1.4126
C 0.2472 2.8113 1.2247
C 0.5367 3.3685 -0.3004
C -0.4417 2.6553 -1.4058
C 0.1007 1.2262 -1.9986
C -0.8358 0.8442 -3.2880
C -1.8609 -0.4135 -3.0585
C -2.4989 -0.5288 -1.5528
C -3.7759 0.4660 -1.2641
C -3.8494 0.9127 0.3343
C -4.3143 -0.3242 1.3331
C -3.7162 -0.0841 2.8756
C -2.0865 -0.2358 2.9730
C -1.6658 -1.7218 3.5229
P 0.2228 -1.9962 3.2530
C 0.0855 -3.8822 3.5409
C 1.5506 -4.5940 3.3290
C 2.6612 -4.1992 4.5020
Cl 4.2335 -3.7273 3.5897
H 2.2314 1.5831 0.7985
H 1.4412 1.4079 2.5675
H 0.6085 0.5219 1.1140
H 0.5553 3.6678 1.9946
H -0.9015 2.5434 1.2793
H 1.6780 3.1853 -0.5735
H 0.3815 4.5350 -0.3349
H -0.5246 3.4197 -2.3171
H -1.5539 2.5455 -0.9961
H 0.2299 0.3738 -1.2071
H 1.1941 1.4390 -2.4273
H -1.3485 1.8395 -3.6559
H -0.0860 0.5068 -4.1536
H -2.7549 -0.2770 -3.8376
H -1.3551 -1.4497 -3.3668
H -2.9244 -1.6404 -1.4581
H -1.7351 -0.4055 -0.6748
H -4.7798 -0.1508 -1.4546
H -3.8294 1.3983 -2.0024
H -4.6456 1.7808 0.5167
H -2.7490 1.2891 0.5972
H -3.9636 -1.3833 0.9457
H -5.4973 -0.3668 1.4793
H -4.1986 -0.8614 3.6411
H -4.0460 0.9892 3.2749
H -1.6470 -0.0888 1.8854
H -1.6164 0.6083 3.6500
H -2.2857 -2.5084 2.8991
H -1.9473 -1.8045 4.6582
H 0.5061 -1.8358 4.6652
H 1.6588 -2.0918 2.9731
H 0.0073 -2.1829 1.8339
H 0.3719 -0.5497 3.1157
H -0.7033 -4.4066 2.8305
H -0.1994 -4.0287 4.6889
H 1.9845 -4.1960 2.2921
H 1.4841 -5.7621 3.2592
H 2.3544 -3.2564 5.1246
H 2.8655 -5.1009 5.2279
C -7.9956 1.9171 0.9986
C -6.8531 2.1551 1.9724
N -5.9053 2.3523 2.7804
H -8.8158 2.6087 1.2100
H -7.6508 2.0766 -0.0268
H -8.3610 0.8912 1.0959
C 2.6559 4.5960 -4.0256
C 2.3804 3.1565 -4.4281
N 2.1517 1.9622 -4.7619
H 3.6340 4.6672 -3.5419
H 2.6487 5.2385 -4.9105
H 1.8879 4.9418 -3.3283
C 2.7828 -1.5189 -5.0678
C 2.8257 -2.6145 -4.0151
N 2.8612 -3.5233 -3.1417
H 3.7106 -1.5215 -5.6465
H 1.9404 -1.6851 -5.7448
H 2.6660 -0.5439 -4.5868
C 5.9822 7.2513 -3.0732
C 5.3536 6.7630 -4.3680
N 4.8322 6.3579 -5.4423
H 5.2289 7.7517 -2.4585
H 6.3921 6.4049 -2.5152
H 6.7883 7.9568 -3.2928
C -0.1824 -5.1389 -4.1738
C -1.5320 -4.5936 -3.7364
N -2.6518 -4.1413 -3.3734
H -0.2321 -5.4649 -5.2163
H 0.5818 -4.3623 -4.0796
H 0.0965 -5.9906 -3.5473
C 5.1589 -5.1578 -1.5058
C 6.3539 -6.0849 -1.3557
N 7.3454 -6.8540 -1.2311
H 5.0140 -4.9041 -2.5596
H 4.2567 -5.6486 -1.1304
H 5.3265 -4.2384 -0.9381
C -11.3781 -1.4986 2.0859
C -10.8932 -0.0631 2.2052
N -10.4909 1.1279 2.3042
H -12.4691 -1.5190 2.0155
H -10.9548 -1.9620 1.1904
H -11.0672 -2.0714 2.9639
C 4.5351 -0.4941 5.9114
C 3.9045 0.8538 5.6022
N 3.3814 1.9722 5.3456
H 4.5922 -0.6395 6.9936
H 3.9329 -1.2962 5.4757
H 5.5441 -0.5387 5.4924
C 6.6534 2.7703 -1.0953
C 6.9785 4.2491 -0.9631
N 7.2482 5.4761 -0.8535
H 7.5328 2.1713 -0.8432
H 5.8365 2.5061 -0.4180
H 6.3517 2.5451 -2.1219


(4)
21
Properties=species:S:1:pos:R:3 method="wB97M-V/def2-TZVPD" orbital_gap_ev=8.645 max_force_ev_per_a=4.7 e_lumo_ha=0.0277 homo_ha=-0.290 de_lowest_kj_mol=667.1 energy_ev=-10974.965
C 0.1604 0.3811 -0.4179
C 0.7978 -1.6448 0.1263
C -0.1349 3.0654 0.4784
C -0.5268 0.0557 -1.7153
C -0.1176 -2.8333 0.2200
N -0.3577 -0.1246 0.7296
O -0.8169 1.9733 -0.0239
O 0.3122 0.3526 1.8349
H -0.3736 0.3907 2.5149
H 1.1603 0.8150 -0.4252
H 1.3661 -1.6235 -0.8017
H 1.5022 -1.5383 0.9477
H 0.1582 2.9307 1.5375
H 0.7911 3.3032 -0.0763
H -0.7753 3.9606 0.4526
H 0.0927 -0.5821 -2.3465
H -1.4764 -0.4380 -1.5206
H -0.7245 0.9915 -2.2307
H 0.4629 -3.7595 0.1501
H -0.8390 -2.8325 -0.5975
H -0.6612 -2.8431 1.1635


(5)
43
Properties=species:S:1:pos:R:3 method="wB97M-V/def2-TZVPD" orbital_gap_ev="7.739 / 5.952" max_force_ev_per_a=0.3 e_lumo_ha="-0.1418 / -0.2230" homo_ha="-0.426 / -0.442" de_lowest_kj_mol=29.2 spin_multiplicity=3 energy_ev=-58927.282 total_charge=+1
Au -0.1110 0.6042 -0.8160
C 2.2499 0.2982 1.5641
C 1.6730 1.6738 1.6431
C 2.0947 2.5673 2.6510
C 1.5308 3.8039 2.7455
C 0.5021 4.1636 1.8478
C -0.1516 5.4196 1.9098
C -1.1722 5.7366 1.0430
C -1.5814 4.8060 0.0951
C -0.9694 3.5479 -0.0041
S -1.5888 2.4367 -1.1152
C 0.1239 3.2244 0.8759
N 0.7407 2.0207 0.7694
H 3.0105 0.1515 2.3267
H 2.6889 0.1174 0.5848
H 1.4544 -0.4377 1.7071
H 2.8657 2.2478 3.3368
H 1.8455 4.5048 3.5079
H 0.1713 6.1286 2.6615
H -1.6644 6.6966 1.1000
H -2.3972 5.0345 -0.5781
F -4.4557 -1.4745 -0.2585
C -3.4513 -1.7968 0.5476
F -3.8162 -1.5453 1.8011
F -3.2398 -3.1266 0.4360
C -2.1343 -1.0615 0.1922
O -1.2672 -1.0129 1.0697
O -2.0626 -0.6131 -0.9833
C 1.5877 -3.2793 -3.7873
N 0.9237 -3.4237 -2.5094
C 0.2752 -4.6788 -2.1248
C -0.3361 -4.3536 -0.7471
N 0.1177 -2.9811 -0.5247
C 0.7873 -2.5042 -1.5623
S 1.5046 -0.9360 -1.6544
H 2.4437 -3.9529 -3.8447
H 1.9272 -2.2548 -3.9051
H 0.8909 -3.5201 -4.5911
H 1.0118 -5.4819 -2.0803
H -0.4795 -4.9419 -2.8665
H 0.0400 -5.0076 0.0374
H -1.4233 -4.4070 -0.7555
H -0.1592 -2.3929 0.2548


(6)
48
Properties=species:S:1:pos:R:3 method="wB97M-V/def2-TZVPD" orbital_gap_ev=9.123 smiles=CC(C)CCN1CCN(Cc2cccs2)C[C@@H]1CCO max_force_ev_per_a=0.7 e_lumo_ha=0.0272 homo_ha=-0.308 de_lowest_kj_mol=13.8 energy_ev=-32908.890
C 0.2449 -3.0183 -1.5925
H 1.1654 -2.4386 -1.5631
H 0.4472 -3.9621 -2.0943
H -0.4862 -2.4735 -2.1851
C -0.2600 -3.2671 -0.1732
C 0.7901 -4.0510 0.6118
H 1.7005 -3.4627 0.7059
H 1.0326 -4.9821 0.1044
H 0.4289 -4.2905 1.6096
C -0.5664 -1.9490 0.5461
C -1.8677 -1.2834 0.0706
N -1.9382 0.1592 0.2265
C -1.8925 0.6481 1.5898
C -0.4794 0.8288 2.1816
N 0.4746 1.0630 1.1151
C -0.1214 1.8371 0.0448
H 0.6648 2.1597 -0.6411
C -1.0837 0.9065 -0.7032
C -1.9270 1.6570 -1.7532
H -2.3336 0.9332 -2.4625
H -1.2746 2.3398 -2.2997
C -3.1064 2.4355 -1.1670
O -4.1437 1.5911 -0.7413
H -3.7173 0.8606 -0.2619
H -3.5380 3.0876 -1.9326
H -2.7644 3.0741 -0.3376
H -0.4516 0.1908 -1.2431
H -0.6330 2.7389 0.4189
C 1.7488 1.5685 1.5785
C 2.7832 1.3765 0.5213
C 3.7713 2.2146 0.1120
C 4.5648 1.6703 -0.9254
C 4.1612 0.4294 -1.2909
S 2.8061 -0.1051 -0.3748
H 4.5712 -0.2108 -2.0463
H 5.3930 2.1879 -1.3755
H 3.9328 3.1903 0.5353
H 2.0260 0.9906 2.4687
H 1.7102 2.6349 1.8680
H -0.1610 -0.0657 2.7249
H -0.5043 1.6697 2.8985
H -2.4034 1.6166 1.6090
H -2.4682 -0.0350 2.2170
H -2.7190 -1.7110 0.6104
H -2.0248 -1.4876 -0.9911
H -0.6401 -2.1412 1.6182
H 0.2665 -1.2612 0.3909
H -1.1785 -3.8642 -0.2223


(7)
71
Properties=species:S:1:pos:R:3 method="wB97M-V/def2-TZVPD" orbital_gap_ev="6.986 / 6.497" max_force_ev_per_a=1.1 e_lumo_ha="0.0926 / 0.0920" homo_ha="-0.164 / -0.147" de_lowest_kj_mol=37.4 spin_multiplicity=2 energy_ev=-93782.696 total_charge=-1
Mn -0.9065 -0.6650 -0.6022
C -4.3803 -3.3877 0.9669
C -2.9591 -2.8556 0.8170
C -1.9164 -3.9123 1.1717
C -2.7967 -1.5709 1.6280
C -2.8719 -1.7267 3.1516
O -1.6869 -1.0605 3.6325
C -0.9640 -0.7003 2.5344
N -1.4841 -0.9569 1.4229
C 0.3407 -0.0611 2.8708
C 0.6599 -0.0217 4.2334
C 1.8707 0.4649 4.6874
C 2.8070 0.9072 3.7699
C 2.4853 0.8930 2.4263
C 1.2540 0.4396 1.9461
P 0.8860 0.6531 0.1342
C 0.9128 2.4845 0.0041
C 2.0240 3.3033 0.2086
C 1.9121 4.6830 0.1166
C 0.6846 5.2668 -0.1765
C -0.4259 4.4626 -0.3802
C -0.3110 3.0786 -0.2911
C 2.4969 0.1424 -0.5765
C 3.0891 -1.0370 -0.1211
C 4.2586 -1.5058 -0.6956
C 4.8546 -0.8087 -1.7393
C 4.2641 0.3524 -2.2139
C 3.0895 0.8219 -1.6386
H -4.5279 -4.2552 0.3217
H -5.1205 -2.6315 0.6899
H -4.5823 -3.7028 1.9982
H -2.8056 -2.5673 -0.2263
H -2.0563 -4.2963 2.1892
H -0.9057 -3.5124 1.0828
H -1.9926 -4.7574 0.4855
H -3.5438 -0.8572 1.2728
H -2.8381 -2.7663 3.4772
H -3.7419 -1.2444 3.5904
H -0.0655 -0.3953 4.9390
H 2.0855 0.4839 5.7484
H 3.7765 1.2619 4.0976
H 3.2234 1.2321 1.7105
H 2.9924 2.8684 0.4224
H 2.7846 5.3061 0.2725
H 0.5993 6.3450 -0.2482
H -1.3854 4.9061 -0.6162
H -1.1669 2.4387 -0.4680
H 2.6065 -1.6110 0.6574
H 4.6901 -2.4343 -0.3440
H 5.7639 -1.1815 -2.1944
H 4.7042 0.8889 -3.0463
H 2.6222 1.7109 -2.0424
O -1.1492 -3.5914 -3.3084
C -0.8968 -2.8176 -2.4074
O -1.5535 -1.7231 -2.1411
C 0.2983 -3.0579 -1.4248
O 1.0271 -4.0257 -1.5005
O 0.3768 -2.1248 -0.5217
C -2.5325 0.6442 -0.7890
H -2.4727 1.3155 -1.6604
H -2.7586 1.2775 0.0863
H -3.4235 0.0223 -0.9668
C -0.0648 2.9138 -3.7444
S 0.3745 1.1785 -3.5414
C -1.0573 0.4374 -4.3476
H -1.0366 3.1071 -3.2872
H -0.0851 3.1924 -4.7986
H 0.6900 3.5082 -3.2276
H -1.0143 0.5924 -5.4268
H -1.9709 0.8643 -3.9329
H -1.0542 -0.6252 -4.1166


(8)
82
Properties=species:S:1:pos:R:3 method="wB97M-V/def2-TZVPD" orbital_gap_ev="6.369 / 6.713" max_force_ev_per_a=1.5 e_lumo_ha="-0.0235 / -0.0228" homo_ha="-0.258 / -0.270" de_lowest_kj_mol=81.5 spin_multiplicity=2 energy_ev=-86276.180
Ti -0.3074 -0.3644 0.1216
C -0.0536 -0.4906 4.2778
C -0.6982 -0.8622 2.9728
O -0.5759 0.0172 2.0447
C -1.4289 -2.0310 2.8133
C -2.2575 -2.2566 1.6748
C -3.3893 -3.2372 1.7970
N -2.0499 -1.5794 0.5802
N -3.0024 -1.6604 -0.4371
C -2.7166 -0.7492 -1.3210
O -1.7034 0.0618 -1.2065
C -3.5816 -0.5404 -2.5095
C -3.2630 0.4577 -3.4242
C -4.0211 0.6107 -4.5769
C -5.0972 -0.2299 -4.8238
C -5.4198 -1.2267 -3.9096
C -4.6639 -1.3834 -2.7585
H 0.9281 -0.0632 4.0764
H -0.6559 0.2793 4.7645
H 0.0311 -1.3407 4.9535
H -1.5317 -2.6988 3.6573
H -3.0911 -4.0593 2.4480
H -4.2525 -2.7522 2.2565
H -3.6943 -3.6105 0.8232
H -2.4162 1.1002 -3.2248
H -3.7670 1.3879 -5.2862
H -5.6862 -0.1089 -5.7242
H -6.2617 -1.8817 -4.0965
H -4.9008 -2.1579 -2.0410
O 3.9424 -1.0978 0.5412
C 2.8264 -0.4962 0.9657
O 1.7847 -1.0965 1.0935
C 3.0628 0.9624 1.2653
O 2.0836 1.4585 2.1184
C 1.4978 2.6727 1.6826
C 0.7029 2.6008 0.3686
O 0.3774 3.6598 -0.1355
O 0.4675 1.4260 -0.1039
H 3.6951 -1.9927 0.2656
H 3.0779 1.4696 0.2946
H 4.0642 1.0551 1.7018
H 2.2556 3.4559 1.5728
H 0.8095 2.9866 2.4657
C -3.7466 -1.6221 -12.6182
O -4.1321 -2.3639 -11.4744
C -3.4096 -2.1957 -10.3397
C -2.3307 -1.3259 -10.2143
C -1.6656 -1.2303 -9.0019
C -2.0553 -1.9895 -7.9057
C -3.1436 -2.8533 -8.0451
C -3.8131 -2.9601 -9.2450
C -1.3349 -1.8398 -6.6410
N -0.4828 -0.8793 -6.3664
C -0.0971 -1.0988 -5.0715
C -0.7076 -2.2181 -4.5609
N -1.4985 -2.6899 -5.5786
C -0.5094 -2.6796 -3.2241
C -0.9904 -3.8870 -2.6953
C -0.6948 -4.2158 -1.3960
C -0.0850 -3.2456 -0.5776
N 0.2658 -2.0624 -1.0535
C 0.2445 -1.8380 -2.3846
C 0.9840 -0.7064 -2.9268
N 1.8429 -0.0804 -2.1057
C 2.5422 0.9212 -2.5912
C 2.4327 1.3748 -3.9121
C 1.5623 0.7394 -4.7596
C 0.8179 -0.3407 -4.2715
H -4.4259 -1.9203 -13.4112
H -2.7208 -1.8548 -12.9139
H -3.8414 -0.5477 -12.4436
H -2.0016 -0.7200 -11.0452
H -0.8287 -0.5540 -8.8943
H -3.4985 -3.4417 -7.2074
H -4.6603 -3.6223 -9.3582
H -2.1260 -3.4722 -5.5421
H -1.5611 -4.5667 -3.3167
H -0.9764 -5.1687 -0.9698
H 0.0789 -3.4140 0.4808
H 3.2283 1.4129 -1.9107
H 3.0298 2.2133 -4.2417
H 1.4369 1.0452 -5.7896